[1]
Below is a cluster of 6 separate species, C38H36F14O2S in total, with properties calculated with ωB97M-V/def2-TZVPD.

Geometry as ORCA input:
```
! RIJCOSX wB97M-V def2-TZVPD def2/J DEFGRID3
* xyz 0 1
O -1.482 -2.489 2.884
C -1.979 -1.685 2.154
O -2.463 -1.989 0.947
C -2.719 -0.907 0.034
C -1.727 -0.971 -1.109
C -0.336 -0.437 -0.746
C -0.237 1.070 -1.003
C 0.982 1.724 -0.332
C 0.722 3.082 0.303
F 1.633 3.976 -0.180
F -0.479 3.594 -0.005
C 0.949 3.176 1.852
F 1.092 4.455 2.197
F 2.089 2.538 2.142
S -0.424 2.488 2.980
F -1.023 1.613 1.777
F -1.353 3.702 2.567
F 0.145 3.301 4.207
F 0.452 1.238 3.407
F -1.583 1.951 3.897
H -2.081 -0.618 2.423
H -3.740 -1.025 -0.330
H -2.670 0.046 0.574
H -1.640 -2.024 -1.392
H -2.133 -0.453 -1.980
H -0.159 -0.610 0.323
H 0.426 -0.977 -1.308
H -1.162 1.522 -0.645
H -0.171 1.232 -2.081
H 1.769 1.888 -1.068
H 1.402 1.042 0.411
F -3.806 -1.262 -3.432
C -4.455 -0.300 -4.129
C -3.909 0.137 -5.318
C -4.572 1.134 -6.018
C -5.753 1.673 -5.526
C -6.276 1.212 -4.326
C -5.626 0.215 -3.613
H -2.984 -0.295 -5.677
H -4.160 1.492 -6.953
H -6.263 2.451 -6.076
H -7.195 1.632 -3.938
H -6.015 -0.163 -2.677
F 2.259 0.080 -2.532
C 3.477 -0.495 -2.356
C 3.562 -1.870 -2.374
C 4.810 -2.451 -2.198
C 5.929 -1.660 -1.985
C 5.807 -0.277 -1.964
C 4.571 0.322 -2.161
H 2.673 -2.466 -2.531
H 4.903 -3.529 -2.218
H 6.895 -2.119 -1.832
H 6.678 0.341 -1.790
H 4.452 1.398 -2.158
F 5.601 -1.437 1.025
C 5.127 -1.343 2.286
C 4.296 -0.288 2.608
C 3.809 -0.205 3.905
C 4.154 -1.163 4.848
C 4.991 -2.211 4.494
C 5.486 -2.311 3.202
H 4.045 0.447 1.854
H 3.155 0.611 4.178
H 3.770 -1.093 5.857
H 5.263 -2.960 5.227
H 6.136 -3.121 2.901
F -2.265 3.568 -4.564
C -1.623 4.640 -4.052
C -2.104 5.902 -4.338
C -1.439 6.997 -3.804
C -0.318 6.820 -3.005
C 0.143 5.539 -2.736
C -0.513 4.433 -3.260
H -2.978 6.015 -4.965
H -1.804 7.994 -4.014
H 0.194 7.678 -2.591
H 1.014 5.392 -2.114
H -0.177 3.425 -3.060
F -0.109 -8.623 5.123
C -0.937 -7.554 5.104
C -0.456 -6.349 4.636
C -1.310 -5.254 4.615
C -2.618 -5.385 5.063
C -3.075 -6.609 5.530
C -2.232 -7.713 5.554
H 0.568 -6.276 4.295
H -0.959 -4.303 4.244
H -3.279 -4.529 5.043
H -4.093 -6.712 5.881
H -2.564 -8.679 5.909
*
```

## Properties
LUMO in eV: 0.346
M in g mol⁻¹: 822.743
Total energy in Eh: -3416.3431
HOMO-LUMO gap in eV: 9.24
Highest occupied orbital energy in eV: -8.89
Max |F| in eV/A: 0.44
SMILES: O=COCCCCCC(F)(F)C(F)(F)S(F)(F)(F)(F)F.Fc1ccccc1.Fc1ccccc1.Fc1ccccc1.Fc1ccccc1.Fc1ccccc1

Want to see where the charge sits? The Mulliken charges in e are: O -0.4657; C 0.2677; O -0.3729; C -0.4809; C -0.6588; C -0.4779; C -0.8474; C -1.1586; C 1.2727; F -0.3763; F -0.2981; C 0.2084; F -0.2764; F -0.2137; S 1.3650; F -0.1431; F -0.3132; F -0.3343; F -0.2589; F -0.3166; H 0.2744; H 0.2970; H 0.1816; H 0.5016; H 0.1665; H 0.6425; H -0.0945; H 0.6497; H 0.6533; H 0.3548; H 0.2276; F -0.3416; C 0.5095; C -0.4460; C -0.2874; C -0.6246; C -0.3355; C -0.4817; H 0.4371; H 0.3812; H 0.3967; H 0.3715; H 0.4203; F -0.2849; C 0.5336; C -0.4919; C -0.4094; C -0.6476; C -0.3902; C -0.4294; H 0.4444; H 0.3774; H 0.4267; H 0.3941; H 0.4534; F -0.1105; C 0.3998; C -0.4053; C -0.2148; C -0.8387; C -0.3102; C -0.6257; H 0.5319; H 0.3827; H 0.3990; H 0.3712; H 0.4320; F -0.1865; C 0.4960; C -0.5617; C -0.2906; C -0.7315; C -0.3694; C -0.2756; H 0.4309; H 0.3634; H 0.3932; H 0.4376; H 0.3123; F -0.3204; C 0.4789; C -0.6125; C -0.1732; C -0.6231; C -0.2202; C -0.5417; H 0.4173; H 0.4499; H 0.4018; H 0.3530; H 0.4092



[2]
Below is a cluster of 8 separate species, C30H80B3F12N5O10 in total at a distorted geometry, with properties calculated with ωB97M-V/def2-TZVPD.

Geometry as ORCA input:
```
! RIJCOSX wB97M-V def2-TZVPD def2/J DEFGRID3
* xyz 2 1
C -2.333 -2.234 -1.463
O -1.947 -2.764 -2.726
C -3.056 -2.882 -3.657
C -2.421 -2.927 -5.087
N -1.369 -1.842 -5.189
H -1.930 -1.002 -5.176
H -0.805 -1.895 -4.353
C -0.619 -1.764 -6.523
C 0.289 -0.528 -6.534
O 1.135 -0.528 -5.357
C 2.015 0.518 -5.239
H -2.530 -1.171 -1.601
H -1.501 -2.295 -0.761
H -3.204 -2.633 -0.944
H -3.748 -2.044 -3.565
H -3.630 -3.794 -3.498
H -3.201 -2.803 -5.838
H -1.935 -3.900 -5.164
H -1.310 -1.893 -7.357
H 0.063 -2.612 -6.571
H -0.437 0.283 -6.479
H 0.772 -0.373 -7.499
H 1.510 1.467 -5.061
H 2.696 0.711 -6.068
H 2.615 0.390 -4.338
C 1.980 3.041 4.277
O 1.331 3.728 3.276
C 0.597 4.843 3.731
C -0.623 4.464 4.534
N -1.229 3.345 3.688
H -0.477 2.792 3.300
H -1.733 2.750 4.330
C -2.188 3.816 2.599
C -3.059 2.663 2.108
O -3.692 1.882 3.088
C -4.550 2.577 3.947
H 1.341 2.250 4.670
H 2.104 3.640 5.179
H 2.933 2.620 3.958
H 0.356 5.384 2.816
H 1.178 5.555 4.318
H -1.433 5.194 4.548
H -0.496 3.934 5.478
H -1.561 4.170 1.780
H -2.830 4.655 2.865
H -2.466 1.938 1.550
H -3.721 3.095 1.358
H -5.471 2.904 3.463
H -4.074 3.427 4.435
H -4.896 1.934 4.757
C 3.533 -6.253 -1.309
O 3.003 -4.971 -0.829
C 4.021 -4.071 -0.395
C 3.556 -2.803 0.243
N 2.084 -2.543 -0.042
H 1.683 -3.448 -0.242
H 1.742 -2.243 0.860
C 1.671 -1.622 -1.182
C 2.063 -2.173 -2.477
O 1.291 -3.341 -2.706
C 1.742 -4.119 -3.821
H 3.406 -6.239 -2.391
H 2.865 -7.072 -1.042
H 4.532 -6.531 -0.971
H 4.629 -3.898 -1.282
H 4.734 -4.594 0.244
H 4.144 -1.922 -0.016
H 3.612 -2.828 1.331
H 1.828 -0.575 -0.925
H 0.583 -1.568 -1.144
H 3.118 -2.422 -2.360
H 1.878 -1.475 -3.293
H 1.147 -4.979 -4.127
H 2.765 -4.451 -3.643
H 1.841 -3.574 -4.760
C -4.885 0.421 0.280
O -4.077 -0.697 0.746
C -4.619 -1.383 1.894
C -3.576 -2.423 2.318
N -2.263 -1.664 2.578
H -1.435 -2.227 2.448
H -2.383 -0.918 1.909
C -2.036 -0.983 4.011
C -2.458 -1.817 5.252
O -3.890 -1.873 5.194
C -4.363 -2.403 6.424
H -4.248 1.153 -0.216
H -5.316 0.905 1.157
H -5.650 0.049 -0.402
H -5.546 -1.887 1.621
H -4.886 -0.738 2.731
H -3.259 -3.117 1.539
H -3.717 -3.019 3.220
H -2.401 0.044 4.005
H -0.956 -0.862 4.093
H -2.046 -1.329 6.135
H -1.963 -2.787 5.206
H -4.114 -1.817 7.308
H -4.087 -3.458 6.453
H -5.445 -2.299 6.341
C -1.631 3.612 -1.892
O -0.287 3.825 -1.584
C 0.543 2.973 -2.395
C 1.987 3.266 -2.033
N 2.153 2.661 -0.611
H 1.277 2.278 -0.284
H 2.647 1.780 -0.605
C 2.811 3.563 0.511
C 4.296 3.975 -0.007
O 4.245 4.792 -1.138
C 5.552 4.859 -1.721
H -1.897 2.555 -1.904
H -1.859 3.981 -2.892
H -2.315 4.035 -1.156
H 0.325 3.217 -3.435
H 0.354 1.905 -2.289
H 2.106 4.328 -1.818
H 2.825 2.863 -2.600
H 2.843 2.865 1.348
H 2.134 4.401 0.678
H 4.928 3.101 -0.164
H 4.778 4.557 0.778
H 5.607 5.615 -2.504
H 5.812 3.918 -2.207
H 6.356 5.022 -1.004
B 0.268 0.866 1.354
F -0.235 -0.374 1.027
F -0.072 1.748 0.473
F -0.188 1.191 2.626
F 1.672 0.750 1.477
B -0.146 -3.875 2.075
F 0.885 -4.761 2.173
F 0.263 -2.578 2.180
F -0.565 -4.032 0.764
F -1.020 -4.182 3.011
B 4.669 0.402 -1.221
F 4.041 0.621 -0.036
F 3.639 0.327 -2.191
F 5.483 1.452 -1.606
F 5.430 -0.734 -1.144
*
```

## Properties
LUMO in eV: -4.324
M in g mol⁻¹: 931.407
Total energy in Eh: -3490.1155
HOMO-LUMO gap in eV: 8.74
Highest occupied orbital energy in eV: -13.06
ΔE to the lowest compared entry with this formula, charge and spin in kJ/mol: 301.7
Max |F| in eV/A: 5.13

Results of the Mulliken charge analysis, in e, for atoms 1 through 99: C -0.7017; O -0.1406; C -0.7015; C -0.7204; N 0.2373; H 0.3589; H 0.0474; C -0.7114; C -0.6931; O -0.1371; C -0.6804; H 0.3569; H -0.1969; H 0.4152; H 0.4875; H 0.3635; H 0.4385; H 0.4043; H 0.4743; H 0.3226; H 0.3832; H 0.4570; H 0.2696; H 0.3872; H 0.0604; C -0.8678; O -0.0802; C -0.7207; C -0.3957; N 0.8238; H -0.3030; H 0.3833; C -1.4035; C 0.2954; O -0.0528; C -0.9952; H 0.1252; H 0.4991; H 0.3260; H 0.3724; H 0.4735; H 0.4530; H 0.3163; H 0.4023; H 0.5058; H -0.4811; H 0.7362; H 0.3154; H 0.3375; H 0.2795; C -0.8404; O -0.3333; C -0.7749; C -0.2302; N -0.0100; H 0.6279; H 0.1170; C 0.2860; C 0.6569; O -0.2181; C -0.9699; H 0.2718; H 0.2713; H 0.3514; H 0.5665; H 0.6469; H -0.2302; H 0.5622; H -0.1375; H -0.4406; H 0.2780; H -0.2833; H 0.3553; H 0.2831; H 0.1990; C -0.7187; O -0.0727; C -0.7515; C -0.6480; N 1.6272; H -0.3918; H -0.1985; C 0.1409; C -1.1007; O -0.2473; C -0.8901; H 0.0410; H 0.2638; H 0.3528; H 0.5862; H 0.3653; H 0.3610; H 0.4117; H -0.0287; H 0.2201; H 0.6080; H 0.4034; H 0.3442; H 0.3408



[3]
Below is a cluster of 5 separate species, C36H60BI2N3O11P in total at a distorted geometry, with properties calculated with ωB97M-V/def2-TZVPD.

Geometry as ORCA input:
```
! RIJCOSX wB97M-V def2-TZVPD def2/J DEFGRID3
* xyz 1 1
C 5.920 -0.124 0.328
C 5.445 -0.980 1.544
P 4.256 -0.256 2.711
C 5.166 0.926 3.767
C 4.297 1.910 4.581
C 2.764 0.564 1.879
O 1.672 0.366 2.661
B 1.683 -0.636 3.683
O 1.829 -0.259 4.985
O 1.363 -1.947 3.398
O 3.097 1.906 1.725
C 2.233 2.716 0.774
C 1.156 3.195 1.779
C 0.511 4.516 1.512
N -0.725 4.676 1.338
C 3.216 3.813 0.323
I 5.091 3.958 1.324
C 3.023 4.742 -0.608
C 4.007 5.816 -0.983
I 1.248 4.830 -1.714
C 1.916 1.522 -0.211
C 2.912 1.688 -1.389
O 2.812 0.546 -2.255
N 2.883 0.973 -3.616
O 2.989 0.070 -4.328
C 0.549 1.429 -0.914
C -0.718 1.399 -0.074
C -0.845 0.501 0.986
C -1.989 0.395 1.761
C -3.084 1.201 1.497
C -2.978 2.109 0.445
C -1.822 2.222 -0.345
C -1.885 3.217 -1.480
N 2.441 0.230 0.417
C 1.739 -1.055 0.126
C 2.770 -2.166 -0.073
C 2.216 -3.445 -0.517
O 2.753 -3.201 0.828
H 6.997 -0.037 0.276
H 5.435 0.848 0.340
H 5.610 -0.611 -0.596
H 6.322 -1.188 2.153
H 5.132 -1.956 1.194
H 5.949 1.455 3.230
H 5.691 0.286 4.471
H 4.307 1.621 5.624
H 3.264 1.893 4.258
H 4.662 2.923 4.480
H 2.278 -0.987 5.429
H 0.543 -2.006 2.891
H 1.725 3.342 2.694
H 0.436 2.416 1.993
H 1.180 5.379 1.532
H -0.934 5.664 1.210
H 3.613 6.405 -1.802
H 4.142 6.462 -0.121
H 4.945 5.385 -1.314
H 3.948 1.737 -1.050
H 2.708 2.571 -1.982
H 0.485 2.275 -1.585
H 0.523 0.568 -1.572
H -0.038 -0.147 1.253
H -2.047 -0.332 2.555
H -4.017 1.156 2.031
H -3.833 2.727 0.216
H -1.276 2.947 -2.336
H -2.907 3.229 -1.849
H -1.671 4.225 -1.139
H 3.378 0.038 0.061
H 1.156 -1.427 0.952
H 1.233 -1.050 -0.825
H 3.730 -1.878 -0.484
H 1.178 -3.629 -0.291
H 2.831 -4.132 -1.072
C -3.565 -3.872 3.211
C -2.928 -3.291 1.975
O -1.776 -2.905 1.977
C -3.787 -3.209 0.748
H -2.845 -3.876 4.027
H -4.430 -3.272 3.500
H -3.892 -4.893 3.010
H -4.650 -2.573 0.950
H -4.119 -4.206 0.458
H -3.213 -2.769 -0.066
C -6.281 -8.097 0.053
C -5.181 -7.343 0.756
O -5.226 -6.141 0.895
C -4.021 -8.155 1.278
H -7.049 -7.400 -0.271
H -5.880 -8.616 -0.819
H -6.725 -8.828 0.730
H -3.530 -8.676 0.456
H -4.375 -8.888 2.004
H -3.302 -7.496 1.760
C -1.481 2.372 -6.721
C -0.533 2.921 -5.685
O -0.930 3.330 -4.617
C 0.934 2.939 -6.041
H -2.498 2.417 -6.341
H -1.416 2.960 -7.636
H -1.228 1.334 -6.945
H 1.097 3.551 -6.929
H 1.285 1.925 -6.238
H 1.504 3.358 -5.213
C -6.411 -1.655 -1.925
C -5.448 -0.570 -1.507
O -5.046 -0.482 -0.370
C -5.007 0.403 -2.574
H -6.645 -2.284 -1.069
H -7.333 -1.212 -2.304
H -5.963 -2.271 -2.706
H -5.872 0.932 -2.979
H -4.504 -0.130 -3.382
H -4.318 1.126 -2.140
*
```

## Properties
LUMO in eV: -2.581
M in g mol⁻¹: 1006.480
Total energy in Eh: -3360.9185
HOMO-LUMO gap in eV: 7.98
Highest occupied orbital energy in eV: -10.56
Max |F| in eV/A: 3.42

Results of the Mulliken charge analysis, in e, for atoms 1 through 99: C -0.7610; C -0.7290; P -0.0670; C -0.6554; C -0.6979; C -1.3193; O -0.7421; B 1.3343; O -0.7373; O -0.4640; O 0.4108; C 2.9788; C -0.3845; C -1.1735; N -0.3440; C -2.6963; I 0.0823; C 0.6727; C -1.7159; I 0.3299; C 1.4555; C -1.9983; O -0.2147; N 0.1371; O -0.3901; C -1.3267; C -0.0085; C 1.1182; C -1.1383; C -1.2934; C -0.5810; C 1.2503; C -1.7287; N 1.1421; C -0.0719; C 0.3156; C -0.9980; O -0.5057; H 0.3830; H -0.0074; H 0.2283; H 0.6306; H 0.5853; H 0.4387; H 0.5162; H 0.3525; H 0.0300; H 0.2589; H 0.2841; H 0.2890; H 0.4737; H 0.2629; H 0.4813; H 0.2966; H 0.4820; H 0.3878; H 0.4057; H 0.5607; H 0.8120; H 0.1636; H 0.4865; H -0.1426; H 0.5682; H 0.4642; H 0.5215; H 0.2468; H 0.4518; H 0.1484; H 0.2236; H -0.4872; H 0.5996; H 0.3926; H 0.3129; H 0.3677; C -1.1819; C 0.8005; O -0.5105; C -0.7004; H 0.3508; H 0.3341; H 0.2112; H 0.2648; H 0.2655; H 0.2181; C -1.1987; C 0.8395; O -0.5283; C -1.0564; H 0.2867; H 0.3470; H 0.3492; H 0.3371; H 0.3531; H 0.2247; C -1.2199; C 0.8763; O -0.5271; C -0.9905; H 0.3030



Question: highest occupied orbital energy of number 2 (C30H80B3F12N5O10)?
Answer: -13.06 eV